1.
Computed, not measured: a 17-piece molecular cluster, C35H71BCl32FN3O4 overall at a distorted geometry, with the ωB97M-V functional and the def2-TZVPD basis.

- HOMO energy: -9.3 eV
- Total energy: -16692.2189 Eh
- F_max: 6.683 eV/A
- Kohn-Sham gap: 9.4 eV
- LUMO energy: 0.096 eV

CARTESIAN COORDINATES (ANGSTROEM)
C (-6.31, 4.19, -0.31)
C (-5.56, 4.44, 0.98)
C (-4.22, 3.86, 0.81)
O (-3.47, 3.74, 2.00)
C (-2.18, 3.43, 1.57)
C (-1.29, 2.61, 2.45)
C (-0.90, 3.34, 3.70)
C (-1.84, 3.29, 4.87)
N (-2.85, 4.36, 4.84)
C (-1.64, 1.14, 2.77)
B (-3.11, 0.52, 2.64)
N (-4.20, 1.05, 3.31)
O (-3.30, -0.61, 1.91)
C (-0.77, 0.31, 1.86)
O (-0.43, -0.77, 2.02)
N (-0.41, 1.14, 0.79)
C (-0.10, 2.35, 1.50)
F (0.10, 3.28, 0.54)
C (1.23, 2.13, 2.16)
C (2.24, 1.60, 1.22)
C (3.65, 1.77, 1.80)
C (4.28, 0.43, 2.03)
C (4.96, -0.07, 0.81)
C (5.65, -1.36, 1.09)
C (6.30, -1.94, -0.10)
C (6.79, -3.32, 0.17)
O (6.43, -4.17, -0.88)
C (7.11, -5.38, -0.84)
H (-7.32, 3.92, -0.21)
H (-6.23, 5.03, -0.96)
H (-5.86, 3.38, -0.82)
H (-5.45, 5.49, 1.03)
H (-6.05, 4.06, 1.83)
H (-4.26, 2.93, 0.29)
H (-3.65, 4.54, 0.23)
H (-2.24, 3.02, 0.60)
H (-1.65, 4.34, 1.46)
H (0.04, 3.01, 4.04)
H (-0.78, 4.36, 3.48)
H (-1.25, 3.47, 5.73)
H (-2.28, 2.34, 5.02)
H (-3.76, 3.95, 4.88)
H (-2.74, 4.92, 5.66)
H (-1.38, 0.87, 3.77)
H (-3.91, 1.52, 4.15)
H (-4.80, 0.29, 3.62)
H (-3.39, -1.36, 2.50)
H (-1.20, 1.20, 0.17)
H (1.14, 1.53, 3.03)
H (1.55, 3.09, 2.46)
H (2.23, 2.11, 0.30)
H (2.07, 0.59, 1.01)
H (3.56, 2.33, 2.70)
H (4.23, 2.30, 1.09)
H (5.03, 0.54, 2.77)
H (3.57, -0.26, 2.39)
H (5.68, 0.65, 0.51)
H (4.26, -0.23, 0.03)
H (6.36, -1.25, 1.87)
H (4.92, -2.06, 1.42)
H (7.13, -1.37, -0.43)
H (5.63, -2.02, -0.91)
H (7.83, -3.33, 0.35)
H (6.33, -3.68, 1.06)
H (6.51, -6.13, -1.27)
H (8.04, -5.32, -1.35)
H (7.32, -5.67, 0.16)
C (-3.83, 5.25, -3.23)
Cl (-5.14, 4.29, -3.92)
Cl (-2.64, 4.25, -2.39)
H (-3.32, 5.77, -4.04)
H (-4.25, 5.96, -2.54)
C (-2.82, 7.26, 1.34)
Cl (-3.41, 6.97, -0.31)
Cl (-1.23, 8.03, 1.36)
H (-3.53, 7.90, 1.85)
H (-2.75, 6.31, 1.85)
C (10.13, -3.18, -2.50)
Cl (9.22, -1.82, -1.84)
Cl (10.75, -4.24, -1.22)
H (9.42, -3.73, -3.11)
H (10.96, -2.82, -3.08)
C (-9.64, 6.11, 0.07)
Cl (-8.68, 6.13, 1.55)
Cl (-9.74, 4.50, -0.65)
H (-10.64, 6.43, 0.31)
H (-9.19, 6.78, -0.65)
C (-7.61, -0.45, 5.07)
Cl (-6.24, -1.36, 4.41)
Cl (-8.85, -1.55, 5.69)
H (-7.25, 0.15, 5.89)
H (-8.03, 0.17, 4.29)
C (3.10, -5.62, -0.56)
Cl (1.49, -6.24, -1.00)
Cl (4.08, -6.82, 0.31)
H (3.62, -5.32, -1.46)
H (2.97, -4.77, 0.10)
C (-8.71, 0.92, -2.73)
Cl (-7.59, 2.27, -3.00)
Cl (-10.16, 1.43, -1.85)
H (-9.01, 0.53, -3.69)
H (-8.20, 0.16, -2.15)
C (9.57, -6.13, -5.35)
Cl (11.18, -5.46, -5.05)
Cl (8.33, -5.45, -4.29)
H (9.30, -5.92, -6.37)
H (9.61, -7.20, -5.18)
C (-0.57, -3.10, -0.01)
Cl (-1.49, -3.47, -1.47)
Cl (1.12, -2.73, -0.36)
H (-1.01, -2.25, 0.48)
H (-0.59, -3.97, 0.64)
C (4.40, -9.05, -3.71)
Cl (6.01, -8.41, -3.33)
Cl (3.19, -8.25, -2.71)
H (4.19, -8.85, -4.75)
H (4.39, -10.12, -3.52)
C (-6.35, -1.28, -5.10)
Cl (-5.71, -1.44, -3.46)
Cl (-8.11, -1.48, -5.14)
H (-6.11, -0.29, -5.47)
H (-5.90, -2.04, -5.72)
C (2.67, 7.70, 0.79)
Cl (1.81, 9.06, 1.50)
Cl (3.05, 6.45, 1.99)
H (2.05, 7.26, 0.02)
H (3.60, 8.06, 0.37)
C (-10.22, -4.39, -3.89)
Cl (-10.43, -5.88, -4.81)
Cl (-9.92, -4.69, -2.18)
H (-9.37, -3.85, -4.30)
H (-11.12, -3.79, -3.99)
C (-0.14, -0.16, -2.76)
Cl (-0.86, -0.74, -4.27)
Cl (1.36, 0.73, -3.04)
H (-0.84, 0.50, -2.27)
H (0.08, -1.01, -2.13)
C (1.44, -9.05, 1.97)
Cl (2.41, -9.02, 3.45)
Cl (-0.27, -8.71, 2.29)
H (1.82, -8.30, 1.29)
H (1.52, -10.03, 1.53)
C (12.51, 0.61, -2.17)
Cl (12.15, -0.22, -3.69)
Cl (11.07, 0.90, -1.19)
H (13.20, 0.01, -1.59)
H (12.96, 1.57, -2.41)

***

2.
Computed, not measured: C25H28BCaN8O5SSe as an isolated structure at a distorted geometry, with the ωB97M-V functional and the def2-TZVPD basis.

- Charge: -1
- HOMO energy: -4.4 eV
- Total energy: -5286.0387 Eh
- F_max: 1.170 eV/A
- Kohn-Sham gap: 5.1 eV
- LUMO energy: 0.674 eV

CARTESIAN COORDINATES (ANGSTROEM)
Ca (0.02, -0.89, -1.34)
O (-1.53, 1.51, 5.69)
N (-2.32, 0.70, 5.24)
O (-3.19, 0.16, 5.90)
C (-2.22, 0.35, 3.81)
C (-3.38, -0.03, 3.23)
C (-3.41, -0.32, 1.83)
C (-4.61, -0.65, 1.16)
C (-4.58, -0.86, -0.19)
C (-3.36, -0.74, -0.86)
N (-2.23, -0.44, -0.26)
C (-2.24, -0.23, 1.08)
C (-0.99, 0.13, 1.73)
N (0.12, 0.15, 0.96)
C (1.26, 0.49, 1.51)
C (1.39, 0.81, 2.86)
C (0.28, 0.79, 3.66)
C (-0.97, 0.45, 3.10)
H (-4.28, -0.10, 3.82)
H (-5.53, -0.72, 1.73)
H (-5.48, -1.10, -0.74)
H (-3.30, -0.88, -1.94)
H (2.13, 0.49, 0.85)
H (2.35, 1.09, 3.26)
H (0.35, 1.04, 4.70)
C (-1.93, -4.43, -0.89)
S (-0.18, -4.13, -0.87)
O (0.44, -5.28, -0.27)
O (-1.11, -2.23, -2.82)
O (-0.01, -2.87, -0.12)
H (-2.09, -5.40, -1.36)
H (-2.41, -3.64, -1.44)
H (-2.26, -4.46, 0.15)
B (4.95, -1.85, -2.41)
C (3.49, -1.35, -2.01)
N (2.44, -0.97, -1.71)
H (5.04, -1.74, -3.63)
H (5.77, -1.15, -1.86)
H (5.04, -3.01, -2.07)
N (2.60, -2.33, -5.28)
C (1.85, -2.99, -4.35)
N (2.44, -3.98, -3.68)
N (0.60, -2.61, -4.24)
C (-0.11, -2.95, -3.14)
N (0.32, -3.98, -2.36)
H (3.59, -2.30, -5.10)
H (2.19, -1.45, -5.54)
H (3.44, -3.94, -3.56)
H (1.90, -4.34, -2.90)
C (1.27, 4.55, 3.10)
C (0.86, 3.97, 1.77)
C (1.80, 3.67, 0.80)
C (1.44, 3.12, -0.44)
C (2.51, 2.82, -1.44)
C (0.09, 2.85, -0.71)
Se (-0.42, 1.97, -2.34)
C (-0.88, 3.22, 0.25)
C (-2.35, 3.05, -0.01)
C (-0.48, 3.75, 1.47)
H (2.22, 4.14, 3.44)
H (0.52, 4.35, 3.87)
H (1.40, 5.64, 3.04)
H (2.85, 3.85, 1.00)
H (3.47, 3.24, -1.12)
H (2.24, 3.23, -2.42)
H (2.63, 1.75, -1.59)
H (-2.68, 2.03, 0.19)
H (-2.59, 3.25, -1.05)
H (-2.93, 3.72, 0.63)
H (-1.24, 4.01, 2.20)

***

3.
Computed, not measured: a 9-piece molecular cluster, C33H73BClF5N3O12Si overall at a distorted geometry, with the ωB97M-V functional and the def2-TZVPD basis.

- Charge: +1
- HOMO energy: -11.2 eV
- Total energy: -3641.9394 Eh
- F_max: 2.023 eV/A
- Kohn-Sham gap: 7.9 eV
- LUMO energy: -3.347 eV

CARTESIAN COORDINATES (ANGSTROEM)
C (-4.16, 3.18, -0.75)
C (-3.15, 2.38, 0.05)
O (-2.77, 1.19, -0.65)
C (-1.56, 0.65, -0.16)
C (-1.40, -0.76, -0.78)
C (-1.22, -1.87, 0.23)
C (-2.49, -1.91, 1.17)
F (-3.54, -1.36, 0.53)
F (-2.94, -3.17, 1.40)
C (-2.44, -1.18, 2.57)
F (-3.05, -1.94, 3.48)
F (-3.12, -0.04, 2.51)
F (-1.20, -0.91, 3.02)
N (-1.21, -3.31, -0.28)
C (-2.13, -3.58, -1.40)
C (-1.37, -3.77, -2.71)
N (-1.32, -2.51, -3.48)
C (-0.45, -4.14, 0.33)
C (-0.53, -5.58, 0.00)
C (0.76, -6.36, -0.30)
C (0.38, -3.40, 1.45)
C (-0.34, -3.64, 2.79)
B (-0.27, -5.12, 3.37)
O (0.47, -6.14, 2.80)
O (-1.01, -5.36, 4.52)
C (1.88, -3.66, 1.71)
C (2.77, -4.23, 0.86)
C (4.07, -4.43, 1.21)
C (4.47, -4.04, 2.46)
C (3.53, -3.44, 3.24)
N (2.28, -3.24, 2.90)
C (0.23, -1.96, 0.84)
Cl (1.20, -2.22, -0.81)
C (0.96, -0.76, 1.44)
C (2.24, -0.23, 0.81)
O (2.65, 0.80, 1.74)
Si (4.03, 1.68, 1.33)
C (3.58, 3.50, 1.31)
C (5.43, 1.46, 2.57)
C (4.76, 1.28, -0.36)
H (-4.81, 2.51, -1.31)
H (-4.79, 3.71, -0.04)
H (-3.70, 3.91, -1.41)
H (-3.65, 2.06, 0.97)
H (-2.29, 2.99, 0.34)
H (-1.50, 0.68, 0.93)
H (-0.76, 1.30, -0.53)
H (-2.27, -0.87, -1.41)
H (-0.59, -0.66, -1.49)
H (-2.68, -4.49, -1.21)
H (-2.89, -2.81, -1.46)
H (-0.35, -4.11, -2.56)
H (-1.84, -4.56, -3.29)
H (-1.85, -2.66, -4.34)
H (-0.37, -2.41, -3.82)
H (-0.97, -6.04, 0.89)
H (-1.23, -5.81, -0.79)
H (1.44, -6.45, 0.53)
H (0.46, -7.35, -0.64)
H (1.25, -5.91, -1.15)
H (-1.42, -3.47, 2.72)
H (-0.04, -2.93, 3.55)
H (1.27, -6.29, 3.32)
H (-0.49, -5.03, 5.26)
H (2.48, -4.50, -0.14)
H (4.77, -4.88, 0.52)
H (5.47, -4.20, 2.82)
H (3.85, -3.13, 4.22)
H (1.25, -1.05, 2.45)
H (0.33, 0.11, 1.59)
H (2.06, 0.27, -0.14)
H (3.05, -0.95, 0.77)
H (4.42, 4.10, 0.97)
H (3.24, 3.82, 2.30)
H (2.74, 3.65, 0.63)
H (5.09, 1.44, 3.60)
H (6.00, 0.56, 2.32)
H (6.11, 2.30, 2.42)
H (5.40, 2.11, -0.67)
H (5.29, 0.33, -0.34)
H (4.00, 1.18, -1.14)
C (-3.58, 0.46, -3.52)
O (-4.36, 0.45, -2.32)
H (-4.23, 0.21, -4.35)
H (-3.15, 1.45, -3.68)
H (-2.78, -0.28, -3.45)
H (-3.77, 0.68, -1.59)
C (1.20, 0.43, -4.10)
O (-0.22, 0.24, -4.15)
H (1.40, 1.48, -4.26)
H (1.59, 0.13, -3.12)
H (1.68, -0.16, -4.88)
H (-0.39, -0.70, -4.00)
C (0.66, 3.95, 4.92)
O (0.69, 3.51, 3.57)
H (0.12, 4.89, 4.96)
H (0.16, 3.22, 5.56)
H (1.68, 4.12, 5.30)
H (1.18, 2.68, 3.54)
C (1.50, -1.91, 6.72)
O (2.29, -1.52, 5.60)
H (2.16, -2.16, 7.54)
H (0.84, -1.10, 7.03)
H (0.89, -2.79, 6.47)
H (1.70, -1.30, 4.88)
C (-1.86, 2.92, -6.04)
O (-1.88, 1.51, -6.20)
H (-2.06, 3.37, -7.01)
H (-2.63, 3.24, -5.33)
H (-0.88, 3.25, -5.69)
H (-1.70, 1.12, -5.34)
C (1.17, 5.12, -4.38)
O (1.89, 3.91, -4.60)
H (0.19, 4.85, -3.99)
H (1.68, 5.75, -3.65)
H (1.04, 5.66, -5.32)
H (2.76, 4.15, -4.94)
C (-6.92, 5.21, -2.80)
O (-6.56, 4.91, -1.46)
H (-6.51, 6.19, -3.04)
H (-6.50, 4.47, -3.49)
H (-8.00, 5.24, -2.92)
H (-6.93, 4.04, -1.25)
C (2.00, 7.12, -0.24)
O (1.59, 5.85, -0.74)
H (2.62, 7.60, -0.99)
H (1.13, 7.76, -0.04)
H (2.58, 7.01, 0.68)
H (1.04, 5.44, -0.06)

***

4.
Computed, not measured: C28H46Br2N3 as an isolated structure at a distorted geometry, with the ωB97M-V functional and the def2-TZVPD basis.

- Charge: +1
- HOMO energy: -10.1 eV
- Total energy: -6405.8147 Eh
- F_max: 7.703 eV/A
- Kohn-Sham gap: 5.4 eV
- LUMO energy: -4.737 eV

CARTESIAN COORDINATES (ANGSTROEM)
C (-2.99, 2.24, 5.97)
C (-4.22, 2.77, 5.01)
C (-5.24, 1.58, 4.51)
C (-4.50, 0.29, 3.83)
C (-4.69, 0.34, 2.17)
C (-4.90, -1.18, 1.57)
C (-3.52, -1.58, 0.72)
C (-3.62, -1.04, -0.85)
C (-3.17, 0.53, -1.04)
C (-1.52, 0.75, -0.87)
C (-0.76, 0.14, -2.20)
C (0.68, 0.92, -2.54)
C (1.70, -0.22, -3.15)
C (3.29, 0.10, -2.97)
C (4.34, -0.77, -2.06)
C (3.84, -2.08, -1.17)
C (3.72, -1.58, 0.38)
C (3.72, -2.83, 1.49)
C (2.36, -2.58, 2.44)
N (1.19, -3.05, 1.55)
C (0.38, -2.24, 0.55)
C (-0.65, -3.37, -0.04)
C (-0.33, -4.80, 0.75)
C (0.91, -4.53, 1.79)
C (5.93, -0.39, -1.98)
N (6.42, 0.79, -2.72)
N (5.53, 1.52, -3.43)
C (4.06, 1.39, -3.71)
C (3.26, 2.49, -4.65)
Br (2.16, 1.68, -6.11)
C (2.43, 3.63, -3.75)
C (3.49, 4.91, -3.55)
Br (0.86, 4.22, -4.84)
H (-2.55, 3.09, 6.66)
H (-3.25, 1.28, 6.59)
H (-2.11, 1.94, 5.23)
H (-4.85, 3.52, 5.65)
H (-3.78, 3.39, 4.10)
H (-5.97, 2.09, 3.70)
H (-5.94, 1.20, 5.38)
H (-3.34, 0.24, 4.05)
H (-5.00, -0.68, 4.28)
H (-3.64, 0.73, 1.76)
H (-5.60, 1.00, 1.84)
H (-5.88, -1.29, 0.91)
H (-4.99, -1.94, 2.47)
H (-2.59, -1.18, 1.30)
H (-3.46, -2.77, 0.77)
H (-2.98, -1.73, -1.55)
H (-4.75, -1.17, -1.17)
H (-3.47, 0.83, -2.16)
H (-3.75, 1.28, -0.34)
H (-1.25, 0.17, 0.13)
H (-1.30, 1.88, -0.66)
H (-0.63, -1.01, -2.06)
H (-1.49, 0.32, -3.11)
H (0.41, 1.71, -3.38)
H (1.12, 1.40, -1.56)
H (1.48, -1.22, -2.54)
H (1.40, -0.49, -4.28)
H (4.72, -2.87, -1.21)
H (2.88, -2.60, -1.61)
H (2.81, -0.84, 0.58)
H (4.70, -0.95, 0.63)
H (3.62, -3.89, 0.98)
H (4.65, -2.82, 2.20)
H (2.27, -1.42, 2.66)
H (2.42, -3.16, 3.45)
H (0.56, -1.11, 0.29)
H (-1.46, -3.17, -0.88)
H (-0.82, -5.85, 0.62)
H (1.47, -5.23, 2.54)
H (6.63, -1.07, -1.32)
H (5.95, 2.38, -3.90)
H (4.12, 3.12, -5.19)
H (2.19, 3.26, -2.67)
H (2.96, 5.83, -3.01)
H (4.04, 5.21, -4.54)
H (4.29, 4.51, -2.75)

***

5.
Computed, not measured: C32H27CrF5O6 as an isolated structure at a distorted geometry, with the ωB97M-V functional and the def2-TZVPD basis.

- 2S+1: 5
- HOMO energy (alpha / beta): -8.6 / -8.6 eV
- Total energy: -3230.8030 Eh
- F_max: 4.152 eV/A
- Kohn-Sham gap (alpha / beta): 6.5 / 6.7 eV
- LUMO energy (alpha / beta): -2.153 / -1.928 eV

CARTESIAN COORDINATES (ANGSTROEM)
Cr (-0.69, -2.42, -3.66)
O (1.30, -3.45, -6.18)
C (1.99, -2.82, -5.20)
O (3.20, -2.66, -5.25)
O (1.33, -2.48, -4.14)
H (1.98, -3.42, -6.88)
O (-0.94, -0.89, 0.04)
C (0.18, -1.07, -0.71)
O (1.29, -0.81, -0.25)
O (0.03, -1.45, -1.94)
H (-0.45, -0.57, 0.82)
F (3.76, 1.54, -0.07)
C (3.07, 2.49, 0.59)
C (1.89, 2.17, 1.22)
C (1.34, 3.13, 2.05)
C (1.94, 4.35, 2.28)
C (3.15, 4.64, 1.64)
C (3.75, 3.69, 0.83)
H (1.31, 1.27, 1.09)
H (0.39, 2.94, 2.54)
H (1.45, 5.10, 2.89)
H (3.70, 5.55, 1.83)
H (4.71, 3.86, 0.36)
F (-2.86, 5.72, -1.22)
C (-2.33, 4.50, -1.45)
C (-2.09, 3.69, -0.37)
C (-1.58, 2.41, -0.59)
C (-1.17, 2.04, -1.86)
C (-1.34, 2.95, -2.92)
C (-1.99, 4.15, -2.77)
H (-2.48, 4.02, 0.59)
H (-1.49, 1.65, 0.17)
H (-0.74, 1.08, -2.11)
H (-0.94, 2.64, -3.88)
H (-2.03, 4.91, -3.53)
F (-2.57, -1.66, -2.91)
C (-3.86, -1.22, -2.82)
C (-4.16, -0.31, -1.81)
C (-5.48, 0.15, -1.68)
C (-6.41, -0.22, -2.63)
C (-6.12, -1.18, -3.60)
C (-4.83, -1.65, -3.72)
H (-3.38, -0.08, -1.10)
H (-5.69, 0.79, -0.84)
H (-7.41, 0.17, -2.64)
H (-6.93, -1.43, -4.27)
H (-4.56, -2.35, -4.50)
F (4.13, -1.45, 0.68)
C (4.47, -1.24, 1.95)
C (3.47, -0.87, 2.85)
C (3.79, -0.46, 4.12)
C (5.13, -0.42, 4.49)
C (6.13, -0.86, 3.65)
C (5.80, -1.23, 2.34)
H (2.45, -0.87, 2.48)
H (3.04, -0.08, 4.80)
H (5.44, 0.04, 5.42)
H (7.16, -0.81, 3.96)
H (6.56, -1.51, 1.63)
F (0.25, -4.44, 0.57)
C (-0.49, -3.91, 1.56)
C (0.08, -2.94, 2.35)
C (-0.64, -2.34, 3.38)
C (-1.96, -2.73, 3.55)
C (-2.52, -3.71, 2.76)
C (-1.82, -4.31, 1.72)
H (1.10, -2.62, 2.14)
H (-0.38, -1.49, 3.99)
H (-2.58, -2.23, 4.28)
H (-3.57, -3.96, 2.83)
H (-2.32, -5.00, 1.06)